No. 1
Entry from OMol25: a molecular structure, C33H42F3N3Ta in a non-equilibrium geometry (ωB97M-V with the def2-TZVPD basis set).

Atoms and positions in Å:
Ta  -11.09  -4.84  15.76
F  -16.64  -8.89  14.24
F  -16.12  -9.76  16.13
F  -17.49  -8.11  16.06
N  -9.98  -4.49  14.04
N  -12.95  -6.06  15.76
N  -10.90  -2.83  16.16
C  -9.38  -5.12  12.88
C  -9.89  -5.59  17.02
C  -12.53  -0.72  18.82
C  -6.96  -2.93  13.35
C  -13.99  -8.15  16.24
C  -12.60  -5.20  12.05
C  -11.53  0.18  19.22
C  -6.87  -4.43  13.48
C  -12.28  -1.69  17.87
C  -10.12  -5.80  11.87
C  -16.38  -8.63  15.54
C  -15.21  -6.47  15.04
C  -10.02  -0.88  17.60
C  -14.12  -2.65  16.30
C  -8.57  -0.96  17.12
C  -6.46  -4.89  14.92
C  -10.67  -3.28  13.85
C  -9.50  -6.35  10.75
C  -12.93  -4.09  18.17
C  -13.39  -2.70  17.66
C  -15.17  -7.71  15.63
C  -11.10  -2.47  14.85
C  -8.14  -6.40  10.65
C  -7.99  -5.15  12.72
C  -11.53  -6.30  12.11
C  -10.27  0.05  18.64
C  -11.06  -1.79  17.21
C  -8.12  -0.06  15.92
C  -8.01  -2.34  16.93
C  -12.93  -7.28  16.34
C  -7.40  -5.84  11.65
C  -11.43  -7.33  13.27
C  -14.08  -5.69  15.08
H  -13.63  -5.67  12.15
H  -8.17  -2.77  15.92
H  -14.65  -1.73  16.25
H  -9.49  0.75  18.94
H  -8.32  -3.10  17.64
H  -5.99  -4.66  12.92
H  -13.47  -2.51  15.40
H  -13.59  -4.93  17.90
H  -7.82  -2.47  13.83
H  -7.60  -6.87  9.84
H  -11.85  -1.71  14.61
H  -12.41  -7.72  13.57
H  -12.03  -7.57  16.86
H  -14.21  -2.45  18.34
H  -10.80  -8.20  12.94
H  -10.08  -5.91  18.07
H  -7.09  -2.64  12.26
H  -11.79  -6.99  11.28
H  -13.47  -0.64  19.32
H  -6.63  -4.10  15.66
H  -8.78  -5.63  16.88
H  -7.97  1.00  16.19
H  -14.02  -4.77  14.48
H  -11.77  0.94  19.99
H  -6.09  -2.43  13.78
H  -6.91  -2.26  16.99
H  -12.94  -4.04  19.24
H  -13.92  -9.16  16.61
H  -6.32  -5.94  11.61
H  -12.46  -4.71  11.07
H  -14.80  -3.53  16.18
H  -5.40  -5.07  14.95
H  -12.56  -4.39  12.76
H  -16.12  -6.10  14.51
H  -6.99  -5.76  15.23
H  -11.07  -3.12  12.85
H  -10.15  -6.87  10.04
H  -8.04  -0.57  17.98
H  -10.97  -7.01  14.20
H  -7.12  -0.40  15.60
H  -8.80  -0.13  15.05
H  -11.85  -4.25  17.88

As for the LUMO energy: -4.208 eV. For the HOMO energy, the calculation gives -11.02 eV. Its max |F| is 0.0640 Eh/bohr. The calculation puts the orbital gap at 6.812 eV. The net charge is +1.

---

No. 2
Entry from OMol25: a molecular structure, C33H43AlGeN6O6 (ωB97M-V with the def2-TZVPD basis set).

Atoms and positions in Å:
Ge  2.62  0.54  -2.53
Al  -0.61  0.59  -0.85
O  2.56  0.35  0.14
O  1.18  0.15  -0.26
O  -2.29  0.23  -1.94
O  -2.20  -2.78  -0.73
O  -0.67  2.22  -1.92
O  -1.08  -1.02  0.05
N  0.63  3.96  -4.85
N  -2.68  6.29  -3.16
N  0.12  -1.12  2.40
N  -2.44  3.45  -1.17
N  -1.16  1.59  0.74
N  -2.48  -1.36  -3.56
C  -1.98  5.37  -3.10
C  2.25  0.36  -4.49
C  -4.37  -0.92  -2.10
C  -2.36  1.57  1.43
C  -1.58  -2.18  0.16
C  -1.03  -4.26  3.88
C  -0.45  2.67  1.20
C  0.88  0.40  4.12
C  -2.41  2.63  2.31
C  -2.95  -0.66  -2.51
C  4.25  -0.56  -2.34
C  1.15  -0.66  3.27
C  -1.10  -1.19  -4.00
C  -0.37  -3.07  3.70
C  1.87  0.86  4.96
C  -1.19  3.33  2.16
C  3.40  -0.79  4.08
C  3.12  0.25  4.96
C  -1.16  4.22  -3.03
C  -3.40  0.50  1.26
C  -0.16  4.05  -4.01
C  0.92  3.02  0.72
C  2.68  -2.27  2.14
C  -2.03  -4.04  1.73
C  -1.39  3.25  -2.01
C  -1.88  -4.76  2.90
C  -3.14  -2.58  -3.97
C  3.09  2.42  -2.31
C  1.03  -0.18  -1.67
C  4.79  -1.38  4.06
C  -0.52  -2.31  2.51
C  -1.37  -2.84  1.50
C  2.41  -1.25  3.20
H  5.00  -0.23  -3.06
H  -0.10  0.86  4.08
H  -0.46  -1.96  -3.56
H  -4.40  0.94  1.23
H  3.13  0.66  -5.06
H  3.83  2.69  -3.07
H  -2.66  -4.40  0.92
H  -0.08  -0.56  1.58
H  2.22  3.06  -2.46
H  4.02  -1.61  -2.53
H  5.40  -0.94  4.84
H  -2.41  -5.70  3.04
H  5.28  -1.20  3.10
H  0.92  3.33  -0.33
H  3.75  -2.45  2.01
H  -0.71  -0.23  -3.69
H  -2.63  -2.96  -4.85
H  -3.23  2.85  2.97
H  -3.25  -0.07  0.35
H  3.49  2.58  -1.32
H  4.77  -2.46  4.22
H  -2.81  4.38  -1.12
H  -0.89  -4.81  4.81
H  2.20  -3.23  2.37
H  1.12  -1.28  -1.77
H  2.29  -1.90  1.19
H  -3.08  -3.33  -3.17
H  0.28  -2.68  4.47
H  -4.62  -0.25  -1.28
H  -4.49  -1.95  -1.77
H  1.42  1.00  -4.78
H  -4.18  -2.40  -4.22
H  1.68  1.70  5.62
H  -5.05  -0.72  -2.94
H  -1.07  -1.27  -5.09
H  -0.87  4.21  2.70
H  1.62  2.18  0.80
H  3.90  0.61  5.63
H  -3.39  -0.21  2.10
H  -2.39  2.96  -0.28
H  1.30  3.85  1.31
H  2.01  -0.67  -4.76
H  4.63  -0.47  -1.32

As for the LUMO energy: 4.249 eV. For the HOMO energy, the calculation gives -1.63 eV. Its max |F| is 0.0108 Eh/bohr. The calculation puts the orbital gap at 5.884 eV. The net charge is -2.

---

No. 3
Entry from OMol25: a molecular structure, C33H43As3Br3N3O4S2V in a non-equilibrium geometry (ωB97M-V with the def2-TZVPD basis set).

Atoms and positions in Å:
Br  -7.56  4.78  -2.19
Br  -0.38  0.60  -2.85
Br  0.83  4.94  -3.34
As  1.48  -2.22  -1.06
As  -1.15  -5.94  2.05
As  -1.87  -1.64  -0.38
V  -0.06  1.81  -0.54
S  3.19  1.85  -1.67
S  0.35  0.69  1.29
O  3.91  2.83  -2.45
O  -2.11  1.77  -0.47
O  2.77  0.65  -2.33
O  -2.30  3.53  -1.87
N  -0.07  3.56  0.57
N  1.95  2.51  -0.86
N  -6.16  1.90  0.38
C  0.48  -3.93  -1.40
C  -2.74  2.66  -1.12
C  -2.78  -1.56  1.36
C  -1.98  -3.60  -0.77
C  4.60  0.25  1.75
C  -1.02  5.18  2.04
C  3.75  0.79  0.79
C  -4.85  1.87  0.11
C  0.35  3.41  -4.29
C  -1.01  -5.86  -1.09
C  1.29  5.37  1.41
C  2.94  -2.74  -2.28
C  -4.26  2.68  -0.85
C  -0.71  -4.45  -0.55
C  -0.01  -5.59  3.62
C  1.13  4.21  0.63
C  2.22  3.67  -0.13
C  -1.09  4.02  1.25
C  5.66  1.26  -0.61
C  -6.91  2.75  -0.30
C  6.50  0.72  0.35
C  0.16  5.85  2.11
C  -0.31  -4.55  0.93
C  3.57  5.51  0.74
C  -6.39  3.60  -1.27
C  3.42  4.36  -0.06
C  4.30  1.29  -0.38
C  -2.75  -5.07  2.78
C  5.97  0.21  1.53
C  2.54  6.03  1.47
C  -3.48  -1.28  -1.47
C  -5.04  3.57  -1.55
C  2.49  -2.69  0.57
H  2.77  -3.75  0.60
H  -4.58  4.22  -2.29
H  -2.77  -0.51  1.66
H  -4.30  -1.96  -1.21
H  6.06  1.67  -1.53
H  -3.79  -0.25  -1.33
H  -0.20  -6.55  -0.86
H  -4.24  1.16  0.66
H  -0.66  3.38  -4.65
H  6.62  -0.21  2.28
H  0.74  -4.85  0.98
H  0.05  -4.52  3.82
H  7.57  0.69  0.19
H  -2.51  -4.14  3.29
H  2.59  -2.71  -3.31
H  -0.43  -6.10  4.49
H  -7.97  2.78  -0.07
H  4.54  6.00  0.75
H  1.23  -4.73  -1.47
H  -1.91  5.52  2.57
H  3.39  -2.08  0.54
H  -2.22  -3.64  -1.83
H  0.99  -5.98  3.43
H  0.10  -3.77  -2.42
H  3.32  -3.74  -2.05
H  4.17  -0.15  2.66
H  1.17  2.86  -4.73
H  -2.18  -2.09  2.09
H  4.27  4.05  -0.65
H  -3.46  -4.85  1.98
H  1.92  -2.41  1.45
H  -2.85  -4.03  -0.24
H  2.66  6.92  2.07
H  2.67  0.80  0.94
H  -3.20  -1.41  -2.52
H  -3.21  -5.76  3.48
H  -1.93  -6.27  -0.68
H  -2.00  3.43  1.21
H  0.26  6.75  2.71
H  -3.80  -1.95  1.34
H  -0.37  -3.58  1.43
H  3.74  -2.00  -2.18
H  -1.12  -5.81  -2.18

Its spin multiplicity is 4. As for the LUMO energy (alpha / beta): 3.598 / 3.598 eV. For the HOMO energy (alpha / beta), the calculation gives -0.84 / -1.65 eV. Its max |F| is 0.0242 Eh/bohr. The calculation puts the orbital gap (alpha / beta) at 4.437 / 5.253 eV. The net charge is -2.

---

No. 4
Entry from OMol25: a molecular structure, C33H43AsFN3OScSi in a non-equilibrium geometry (ωB97M-V with the def2-TZVPD basis set).

Atoms and positions in Å:
As  0.17  0.27  -1.67
Sc  -0.39  -1.10  0.83
Si  2.97  -1.42  1.06
F  -0.77  -0.92  3.05
O  -1.98  -0.14  0.65
N  -0.30  -3.33  1.70
N  1.50  -0.73  1.68
N  -1.39  -2.66  -0.72
C  -1.40  0.63  -2.72
C  1.13  0.89  5.58
C  -2.93  2.40  -3.28
C  -3.17  0.23  -4.29
C  2.39  0.43  -5.26
C  -1.29  -4.24  1.12
C  3.62  -2.71  2.27
C  -1.08  2.74  -1.56
C  -2.06  -0.23  -3.58
C  -2.62  1.71  2.05
C  3.86  1.08  -3.48
C  4.37  -0.21  0.71
C  -3.84  -0.50  2.13
C  1.46  -0.17  2.96
C  -0.60  4.62  -0.14
C  -3.10  0.50  1.24
C  2.83  0.92  -2.57
C  -1.25  -4.09  -0.39
C  -1.37  4.03  -1.14
C  1.57  0.51  -3.00
C  0.45  3.93  0.45
C  2.50  -2.28  -0.55
C  -0.01  2.06  -0.96
C  0.07  0.24  4.96
C  -4.03  0.95  0.12
C  2.33  1.00  4.90
C  -3.59  1.54  -4.15
C  3.64  0.83  -4.83
C  2.50  0.49  3.62
C  0.29  -0.25  3.70
C  0.75  2.64  0.05
C  -1.83  1.96  -2.55
C  1.35  0.27  -4.35
H  4.84  0.16  1.62
H  -0.90  0.12  5.43
H  -1.65  1.51  2.50
H  -0.38  -3.29  2.71
H  -4.96  1.36  0.53
H  -1.72  -1.25  -3.72
H  -2.19  4.58  -1.58
H  -3.19  -0.88  2.91
H  4.84  1.41  -3.14
H  3.16  1.51  5.38
H  -0.28  -4.43  -0.77
H  -3.56  1.72  -0.49
H  -2.02  -4.71  -0.86
H  4.05  0.66  0.13
H  3.78  -2.29  3.26
H  -3.69  -0.44  -4.97
H  3.45  0.62  3.13
H  -0.83  5.63  0.18
H  -4.29  0.10  -0.53
H  1.01  1.30  6.57
H  -2.35  -2.35  -0.58
H  1.55  2.09  0.52
H  2.21  0.24  -6.31
H  1.48  -2.68  -0.57
H  -1.18  -2.49  -1.69
H  -4.20  -1.34  1.52
H  0.37  -0.03  -4.70
H  -1.13  -5.28  1.40
H  4.57  -3.12  1.92
H  2.61  -1.63  -1.43
H  -4.44  1.90  -4.71
H  -3.32  1.94  2.86
H  -4.70  -0.03  2.61
H  0.65  -3.66  1.51
H  -2.28  -3.95  1.49
H  2.92  -3.55  2.38
H  1.03  4.40  1.24
H  4.44  0.96  -5.55
H  -2.52  2.60  1.42
H  3.17  -3.14  -0.70
H  5.14  -0.72  0.14
H  -3.28  3.42  -3.18
H  3.01  1.13  -1.52

As for the LUMO energy: -2.187 eV. For the HOMO energy, the calculation gives -10.43 eV. Its max |F| is 0.0200 Eh/bohr. The calculation puts the orbital gap at 8.241 eV. The net charge is +1.

---

No. 5
Entry from OMol25: 7 unconnected molecules or ions with the total composition C33H43Br2N5O19 in a non-equilibrium geometry (ωB97M-V with the def2-TZVPD basis set).

Atoms and positions in Å:
Br  5.09  -1.15  -3.28
Br  4.53  -1.83  4.55
O  -3.11  2.79  -4.86
O  4.90  -10.34  0.61
O  8.17  -1.91  2.10
O  0.55  2.53  -2.70
O  -6.61  -0.18  -0.44
O  -3.08  5.04  -4.72
O  10.41  -2.05  2.10
O  1.82  1.41  -4.16
O  -10.07  6.62  0.73
O  4.98  -8.09  0.78
O  -8.29  5.42  1.39
O  -4.14  3.84  -3.16
O  9.38  -0.58  0.74
O  -8.88  5.49  -0.79
O  -7.60  0.91  1.26
O  -6.52  2.07  -0.32
O  3.87  -9.29  2.32
O  2.35  1.40  -1.97
O  4.62  -4.11  3.01
N  -2.97  0.42  1.05
N  0.25  -1.31  -1.49
N  0.07  -2.06  1.33
N  -4.24  -1.11  2.33
N  -2.11  -0.50  3.13
C  4.98  -2.21  1.56
C  -0.96  -1.86  0.53
C  4.61  -9.34  1.18
C  -7.22  3.03  0.48
C  6.15  -0.47  -0.72
C  1.35  -1.55  -0.72
C  -0.89  -1.47  -0.86
C  -6.89  0.84  0.11
C  0.65  1.81  -4.87
C  -3.41  3.79  -4.30
C  -7.52  2.26  1.73
C  3.70  -1.96  0.75
C  2.48  -2.08  1.35
C  5.18  -1.51  -1.36
C  -2.86  -0.79  1.92
C  -10.05  5.95  -1.46
C  0.09  2.90  -4.00
C  2.63  -1.42  -1.34
C  5.50  0.88  -0.31
C  -3.81  5.97  -3.93
C  -2.36  -2.05  1.14
C  -4.10  5.18  -2.68
C  -10.54  7.04  -0.55
C  1.24  -1.89  0.64
C  -9.01  5.81  0.53
C  8.51  -3.05  2.87
C  3.81  -1.62  -0.68
C  4.72  -2.93  2.90
C  9.96  -2.83  3.21
C  1.64  1.75  -2.86
C  9.33  -1.43  1.56
C  4.26  -7.15  1.58
C  3.93  -7.95  2.81
H  2.65  -1.15  -2.40
H  3.36  -6.84  1.03
H  7.88  -3.12  3.76
H  -8.12  3.34  -0.05
H  -11.63  7.14  -0.56
H  4.72  -7.89  3.57
H  -2.06  0.88  1.03
H  8.35  -3.95  2.26
H  -3.17  0.04  0.12
H  -10.76  5.12  -1.54
H  5.66  -2.50  -1.25
H  4.87  -6.28  1.79
H  10.09  -2.25  4.13
H  -9.81  6.30  -2.46
H  -1.69  -1.34  3.51
H  10.52  -3.76  3.29
H  -4.43  -0.71  3.25
H  -10.10  8.01  -0.79
H  -4.91  -0.79  1.64
H  -6.61  3.90  0.66
H  5.85  1.13  0.71
H  -3.22  6.87  -3.73
H  4.40  0.91  -0.41
H  -3.06  -2.35  0.34
H  -3.30  5.27  -1.93
H  0.90  2.15  -5.87
H  0.50  3.89  -4.25
H  2.99  -7.66  3.27
H  -4.72  6.25  -4.46
H  5.89  1.67  -0.97
H  2.42  -2.33  2.42
H  -6.72  2.33  2.47
H  -0.99  2.96  -4.03
H  -8.45  2.57  2.20
H  -0.03  0.96  -4.95
H  5.64  -2.85  0.94
H  -1.38  0.18  2.95
H  -5.04  5.45  -2.21
H  5.52  -1.25  1.68
H  6.90  -0.24  -1.49
H  -2.26  -2.88  1.86
H  6.71  -0.97  0.09
H  -1.83  -1.32  -1.41

As for the LUMO energy: -0.071 eV. The structure (SMILES) is CC[C@H](Br)c1cc2ncc(CC(N)(N)N)nc2cc1CC(=O)Br.O=C1OCCO1.O=C1OCCO1.O=C1OCCO1.O=C1OCCO1.O=C1OCCO1.O=C1OCCO1. For the HOMO energy, the calculation gives -8.72 eV. Its max |F| is 0.0436 Eh/bohr. The calculation puts the orbital gap at 8.646 eV.

---

> Number 1 is which compound?

C33H42F3N3Ta

---

> The lowest max |F| belongs to which entry?

C33H43AlGeN6O6

---

> Among the records above, which one has the highest max |F|?

C33H42F3N3Ta